DFT (ωB97M-V/def2-TZVPD) results for C36H36LaN5O8S2 as an isolated structure.

The geometry in ORCA input format:
```
! RIJCOSX wB97M-V def2-TZVPD def2/J DEFGRID3
* xyz -2 1
La 0.5534 0.3928 0.0802
O 0.0304 3.0510 -0.4304
C 0.8741 4.1085 0.1384
C 1.9465 3.5173 0.9791
N 1.5496 2.4870 1.8735
C 0.4106 2.8626 2.7484
C -0.6620 1.7631 2.9205
O -1.5505 1.7698 3.7939
O -0.4896 0.7589 2.0590
C 2.6355 1.7558 2.5564
C 3.4453 0.8045 1.6251
O 4.6015 0.5122 1.9228
O 2.7203 0.1863 0.7306
H -0.4786 3.3912 -1.1539
H 0.2464 4.8128 0.6763
H 1.3049 4.6648 -0.6884
H 2.4860 4.2960 1.5454
H 2.6726 3.1138 0.2823
H -0.0986 3.8802 2.4480
H 0.8015 3.0135 3.7807
H 2.1153 1.1249 3.3914
H 3.3217 2.4991 2.9636
C 4.8577 -0.7201 -1.7123
C 4.4379 0.5581 -2.4593
C 5.4182 1.5024 -2.8373
C 5.1119 2.5274 -3.7311
C 3.7892 2.7036 -4.1272
C 2.7806 1.8668 -3.5965
C 1.3629 2.1620 -4.0563
C 3.0603 0.8270 -2.6955
N 2.0048 0.0472 -2.2981
C 1.7854 -1.1396 -2.8957
O 2.5708 -1.6156 -3.7403
C 0.4811 -1.7973 -2.6000
C 0.2069 -2.9713 -3.3271
C -1.0740 -3.5061 -3.1696
C -1.9419 -2.9656 -2.2561
C -1.5805 -1.8300 -1.6178
N -0.3318 -1.2926 -1.6608
C -2.6451 -1.2293 -0.7616
O -3.7735 -1.7732 -0.6002
N -2.2044 -0.0431 -0.2640
C -3.1881 0.8449 0.2906
C -3.5647 2.0104 -0.3852
C -2.9880 2.3334 -1.7109
C -4.3863 2.9621 0.2509
C -4.8990 2.7182 1.5400
C -4.5755 1.5228 2.1667
C -3.6874 0.5875 1.5907
C -3.3386 -0.6332 2.3619
H 5.8773 -0.6856 -1.3403
H 4.7707 -1.5857 -2.3368
H 4.2120 -0.8145 -0.8637
H 6.4057 1.4160 -2.4319
H 5.8075 3.2839 -4.0472
H 3.5565 3.5466 -4.7983
H 1.0493 3.0566 -3.5261
H 0.6877 1.3619 -3.7483
H 1.1948 2.4182 -5.1034
H 1.0145 -3.4544 -3.8851
H -1.3742 -4.3665 -3.7185
H -2.9411 -3.3032 -2.0926
H -2.1639 1.7006 -1.9700
H -2.5852 3.3857 -1.6500
H -3.7818 2.3029 -2.5492
H -4.5716 3.9242 -0.1800
H -5.4219 3.5665 2.0221
H -5.0014 1.3381 3.1552
H -3.8433 -0.5450 3.3630
H -2.2653 -0.7639 2.4690
H -3.8296 -1.4536 1.8451
S 2.4059 -5.3861 4.2570
C 0.9079 -4.9125 3.7104
N 0.4991 -4.2126 2.6394
C -0.8316 -4.5587 2.3947
C -1.6139 -4.1687 1.2935
C -2.9970 -4.3175 1.2847
C -3.6383 -4.8507 2.3975
C -2.8615 -5.2539 3.5120
C -1.4988 -5.1855 3.4857
S -0.4616 -5.4498 4.7988
H -1.0763 -3.6597 0.4515
H -3.5031 -3.8567 0.4340
H -4.7391 -4.9078 2.4776
H -3.3737 -5.5693 4.4839
O 1.0539 -1.9360 1.0954
H 2.0191 -1.8086 1.0900
H 0.7872 -2.7178 1.6404
*
```

For the LUMO energy, the calculation gives 0.1268 hartree. As for the energy above the lowest of the compared OMol25 structures with the same formula, charge and spin: 27.7 kcal per mole. The value obtained for the orbital gap is 5.595 eV.